Record 1
Molecular formula: C5H15N3
Method: DFT, ωB97M-V with the def2-TZVPD basis set

Total charge: +1
Orbital gap (alpha / beta) (eV): 6.79 / 9.16
Energy relative to the best compared isomer or geometry (same formula, charge and spin) (kcal per mole): 115.6
⟨S²⟩: 1.68
Highest occupied orbital energy (alpha / beta) (eV): -14.461 / -14.609
Multiplicity: 2

Each line ends with the Mulliken spin population.
Cartesian coordinates (Å):
1 C -2.00578 -0.03060 0.98587  -0.076
2 C -2.06276 -1.18237 -0.04887  0.055
3 C -1.01142 -1.01936 -1.15624  -0.022
4 C 0.39876 -0.84972 -0.62934  0.016
5 N 0.73289 0.58030 -0.53763  -0.755
6 C 1.59983 0.95937 0.57666  -0.037
7 N 2.58860 -0.05364 0.85065  0.930
8 N -2.03124 1.23347 0.32415  0.938
9 H -1.06954 -0.16208 1.54611  0.075
10 H -2.81099 -0.13074 1.71881  0.010
11 H -3.05997 -1.18271 -0.50311  -0.006
12 H -1.98042 -2.14037 0.47975  0.002
13 H -1.04702 -1.84674 -1.86822  0.000
14 H -1.31692 -0.13494 -1.73105  0.005
15 H 0.50139 -1.27108 0.37567  -0.061
16 H 1.20551 -1.29010 -1.22900  -0.041
17 H 4.09966 1.51646 -1.55434  0.001
18 H 2.03110 1.93893 0.31670  0.023
19 H 0.95368 1.12319 1.45649  -0.032
20 H 2.74693 0.04478 1.86073  -0.018
21 H 4.11780 0.78953 -1.69801  0.000
22 H -2.43965 1.95597 0.91991  -0.021
23 H -0.14043 1.15245 -0.45566  0.012

Record 2
Molecular formula: C33H43AlGeN6O6
Method: DFT, ωB97M-V with the def2-TZVPD basis set

Total charge: -2
Orbital gap (eV): 6.72
Energy relative to the best compared isomer or geometry (same formula, charge and spin) (kcal per mole): 2.4
Highest occupied orbital energy (eV): -2.095

Each line ends with the Mulliken charge.
Cartesian coordinates (Å):
1 Al -0.39094 0.84118 -1.22199  -2.550
2 C 1.05343 0.49138 -4.16390  -1.239
3 C 0.38516 -0.72836 -3.60913  0.600
4 C 0.34290 -1.95345 -4.23451  -1.281
5 C -0.39208 -2.81678 -3.38458  -0.936
6 C -0.75338 -2.07601 -2.27917  0.257
7 C -1.52158 -2.62233 -1.11835  -1.131
8 N -0.29021 -0.78005 -2.40242  2.127
9 H 1.72799 0.17603 -4.96412  0.492
10 H 1.65118 1.02274 -3.42344  0.042
11 H 0.33608 1.19192 -4.59839  -0.027
12 H 0.79270 -2.17848 -5.19186  0.359
13 H -0.64300 -3.85709 -3.54160  0.546
14 H -1.82577 -3.64356 -1.36109  0.445
15 H -2.42457 -2.05088 -0.89223  0.093
16 H -0.92516 -2.65307 -0.20940  -0.240
17 C 2.43295 -4.86652 -1.33336  -1.072
18 N 2.11269 -4.03400 -0.19658  0.271
19 C 1.54383 -4.69548 0.95882  -0.932
20 C 2.15764 -2.66795 -0.24748  0.504
21 C 2.61735 -2.05192 -1.54084  -0.402
22 O 1.83644 -1.98725 0.71759  -0.502
23 H 2.72526 -5.85468 -0.97191  0.392
24 H 3.26684 -4.45792 -1.90003  0.393
25 H 1.58019 -4.98456 -2.01179  0.229
26 H 2.30950 -5.25860 1.50492  0.300
27 H 0.75895 -5.38881 0.64434  0.351
28 H 1.09330 -3.95606 1.61242  0.154
29 H 2.15452 -2.51040 -2.41361  0.297
30 H 3.70573 -2.12987 -1.62446  0.673
31 H 2.34899 -1.00416 -1.52657  -0.832
32 C -1.74236 2.13215 5.49446  -1.913
33 C -0.77735 1.15121 4.87887  1.461
34 C -0.64948 -0.11510 5.44276  -1.030
35 C 0.17941 -1.07032 4.87881  -0.748
36 C 0.91004 -0.76037 3.74537  -1.077
37 C 0.79790 0.50212 3.17693  -0.442
38 N 1.47144 0.76609 1.96444  1.701
39 C 2.53228 1.61338 1.82946  1.192
40 C 3.10424 2.22202 2.96402  -1.032
41 C 4.20334 3.05071 2.85847  -0.594
42 C 4.79089 3.30009 1.62351  -0.800
43 C 4.23270 2.70931 0.50124  -0.768
44 C 3.11324 1.88841 0.56697  0.174
45 C 2.54501 1.42077 -0.75464  0.318
46 O 3.21561 1.51513 -1.77368  -0.801
47 O 1.33452 0.97737 -0.70146  0.643
48 C -0.05516 1.47154 3.72425  1.841
49 C -0.21009 2.79342 3.02359  -1.823
50 H -2.14080 1.73510 6.42841  0.421
51 H -2.58964 2.32235 4.83142  0.378
52 H -1.26862 3.09392 5.70509  0.376
53 H -1.24315 -0.36225 6.31611  0.231
54 H 0.23068 -2.06776 5.29717  0.285
55 H 1.52997 -1.49476 3.24721  0.394
56 H 1.33274 0.08952 1.22344  -1.102
57 H 2.67618 2.00933 3.93571  0.478
58 H 4.61293 3.49683 3.75880  0.370
59 H 5.65461 3.94763 1.53709  0.358
60 H 4.64297 2.88294 -0.48538  0.457
61 H 0.67608 3.42162 3.15759  0.358
62 H -1.07106 3.34743 3.39344  0.457
63 H -0.32748 2.65279 1.94664  0.278
64 N -2.67834 1.12093 1.11605  0.001
65 C -1.95016 -0.00644 1.13315  -0.047
66 O -1.03859 -0.18854 0.24954  1.328
67 C -2.24111 -0.97727 2.13911  0.866
68 C -1.58797 -2.21865 2.27715  -0.125
69 N -1.08802 -3.24215 2.47598  -0.861
70 C -3.23063 -0.66175 3.09589  -0.779
71 N -4.03896 -0.34291 3.86254  -0.805
72 H -3.28719 1.30303 1.89543  0.197
73 H -2.26023 1.88133 0.53629  0.456
74 O -1.01771 2.42328 -0.34078  -0.476
75 O -1.44360 3.13307 -1.54023  -0.522
76 C -3.87489 0.68399 -2.28963  -0.921
77 Ge -2.72131 1.70315 -3.50925  0.759
78 C -2.46027 0.60756 -5.12194  -1.167
79 C -3.75496 3.30062 -4.05795  -1.420
80 C -1.08774 2.20316 -2.57570  0.438
81 H -4.77720 0.34522 -2.80505  0.522
82 H -4.16513 1.29165 -1.43186  0.281
83 H -3.34579 -0.19567 -1.91703  0.032
84 H -3.43454 0.30945 -5.51862  0.438
85 H -1.88492 -0.28989 -4.88716  0.298
86 H -1.93094 1.16519 -5.89776  0.313
87 H -4.76591 3.03275 -4.37628  0.377
88 H -3.25599 3.81382 -4.88303  0.366
89 H -3.82317 3.99001 -3.21495  0.355
90 H -0.33325 2.65742 -3.22528  0.675

Record order is preserved below.
E: -363.28418 -4382.85428 a.u.